1.
Computed, not measured: an isolated ion of composition C10H24N3 and charge +1 in a non-equilibrium geometry, with ωB97M-V with the def2-TZVPD basis set.

Cartesian coordinates (Å):
C1 -1.47 -1.02 -3.22
C2 -2.08 -0.31 -1.88
C3 -0.88 -0.17 -1.05
N1 -0.37 -1.14 -0.42
C4 -1.02 -2.54 -0.29
C5 -1.98 -2.77 0.88
N2 0.57 -0.87 0.51
N3 0.98 0.43 0.10
C6 2.03 0.37 -0.89
C7 1.20 1.38 1.22
C8 -0.11 1.43 2.04
C9 2.24 1.06 2.27
C10 1.57 2.73 0.56
H1 -0.59 -0.38 -3.49
H2 -2.34 -0.99 -3.94
H3 -1.26 -2.13 -3.07
H4 -2.94 -0.96 -1.61
H5 -2.62 0.59 -2.13
H6 -0.17 0.68 -1.15
H7 -0.26 -3.29 -0.30
H8 -1.45 -2.55 -1.21
H9 -1.56 -2.40 1.84
H10 -2.84 -2.10 0.82
H11 -2.45 -3.75 0.86
H12 1.32 -1.67 0.46
H13 2.11 -0.68 -1.31
H14 1.78 1.13 -1.74
H15 3.03 0.70 -0.50
H16 -1.01 1.94 1.68
H17 -0.48 0.39 2.44
H18 0.12 1.98 2.92
H19 2.09 -0.01 2.67
H20 2.14 1.56 3.19
H21 3.28 1.14 1.95
H22 0.74 3.05 -0.06
H23 1.63 3.55 1.22
H24 2.54 2.52 0.11

Its net charge is +1. The value obtained for the total energy is -559.28082 Ha. Its orbital gap is 9.6 eV. Its structure (SMILES) is CC/C=[N+](\CC)NN(C)C(C)(C)C.

=====

2.
Computed, not measured: one molecule with the formula C19H26F3N3O2, with ωB97M-V with the def2-TZVPD basis set.

Cartesian coordinates (Å):
C1 0.67 -1.03 5.74
O1 0.09 -1.18 4.47
C2 -0.98 -2.03 4.34
C3 -1.50 -2.78 5.38
C4 -2.62 -3.59 5.19
C5 -3.21 -3.65 3.95
C6 -2.69 -2.92 2.89
C7 -1.57 -2.10 3.05
N1 -1.08 -1.30 2.02
C8 0.30 -1.48 1.62
C9 0.79 -0.22 0.90
N2 -0.04 0.01 -0.26
C10 0.49 0.96 -1.21
C11 0.31 2.45 -0.86
C12 0.96 3.31 -1.94
C13 0.37 2.97 -3.31
N3 0.55 1.56 -3.58
C14 1.41 1.01 -4.46
O2 1.58 -0.19 -4.55
C15 2.14 1.99 -5.40
C16 3.05 1.24 -6.36
F1 2.40 0.41 -7.17
F2 3.68 2.13 -7.16
F3 4.02 0.56 -5.74
C17 -0.10 0.71 -2.61
C18 -1.41 0.21 0.17
C19 -1.91 -1.06 0.87
H1 1.46 -0.30 5.61
H2 1.10 -1.97 6.11
H3 -0.06 -0.65 6.47
H4 -1.06 -2.73 6.36
H5 -3.01 -4.16 6.02
H6 -4.08 -4.28 3.79
H7 -3.15 -3.00 1.92
H8 0.92 -1.65 2.50
H9 0.40 -2.33 0.93
H10 1.82 -0.37 0.58
H11 0.75 0.63 1.61
H12 1.56 0.75 -1.29
H13 -0.75 2.68 -0.80
H14 0.76 2.66 0.11
H15 0.79 4.37 -1.73
H16 2.03 3.13 -1.95
H17 -0.71 3.17 -3.30
H18 0.82 3.58 -4.08
H19 1.42 2.55 -6.00
H20 2.77 2.68 -4.83
H21 -1.17 0.92 -2.63
H22 0.06 -0.33 -2.90
H23 -2.04 0.41 -0.70
H24 -1.50 1.05 0.87
H25 -2.94 -0.90 1.19
H26 -1.88 -1.89 0.15

The value obtained for the total energy is -1353.96870 Ha. Its orbital gap is 8.4 eV. Its structure (SMILES) is COc1ccccc1N1CCN([C@@H]2CCCN(C(=O)CC(F)(F)F)C2)CC1.

=====

3.
Computed, not measured: one molecule with the formula C6H10FN in a non-equilibrium geometry, with ωB97M-V with the def2-TZVPD basis set.

Cartesian coordinates (Å):
C1 -1.35 1.82 1.09
N1 -0.58 0.83 0.27
C2 -1.48 -0.07 -0.49
C3 -0.59 -1.24 -0.98
C4 0.47 -1.36 0.11
C5 1.65 -0.45 0.13
F1 1.80 0.25 -1.05
C6 0.40 -0.06 0.90
H1 -2.05 2.40 0.49
H2 -0.62 2.57 1.49
H3 -1.93 1.25 1.86
H4 -2.26 -0.47 0.16
H5 -1.99 0.54 -1.23
H6 -1.21 -2.12 -1.13
H7 -0.14 -0.97 -1.93
H8 0.49 -2.27 0.69
H9 2.60 -0.72 0.60
H10 0.42 -0.12 1.98

The value obtained for the total energy is -389.17374 Ha. Its orbital gap is 9.3 eV. Its structure (SMILES) is CN1CC[C@H]2[C@@H](F)[C@H]21.

=====

4.
Computed, not measured: C3H8NO3P as an isolated structure in a non-equilibrium geometry, with ωB97M-V with the def2-TZVPD basis set.

Cartesian coordinates (Å):
C1 0.96 -0.82 -0.59
C2 -0.16 -1.50 0.25
C3 1.71 0.16 0.24
N1 1.34 1.36 0.33
O1 -3.57 0.10 -0.29
O2 -1.17 1.63 -0.47
O3 -1.42 -1.11 -0.18
P1 -2.37 0.08 0.51
H1 1.64 -1.57 -0.98
H2 0.47 -0.31 -1.42
H3 -0.10 -2.59 0.11
H4 -0.02 -1.28 1.31
H5 2.57 -0.25 0.79
H6 1.88 1.96 0.94
H7 -1.55 2.51 -0.35
H8 -0.21 1.63 -0.20

The value obtained for the total energy is -740.95650 Ha. Its orbital gap is 9.5 eV.

=====

5.
Computed, not measured: C22H22FeN6O4S2 as an isolated structure in a non-equilibrium geometry, with ωB97M-V with the def2-TZVPD basis set.

Cartesian coordinates (Å):
Fe1 -0.49 0.32 -0.14
O1 3.45 0.81 1.35
C1 2.18 0.60 1.03
O2 1.80 0.45 -0.12
C2 1.25 0.49 2.19
C3 1.58 0.56 3.53
C4 0.55 0.40 4.45
C5 -0.74 0.15 4.02
C6 -0.99 0.10 2.65
N1 0.00 0.28 1.78
C7 -2.35 -0.13 1.99
O3 -3.31 -0.33 2.73
O4 -2.32 -0.04 0.73
H1 3.96 0.89 0.53
H2 2.60 0.74 3.83
H3 0.77 0.46 5.51
H4 -1.57 0.01 4.69
C8 -1.03 5.18 -3.08
C9 -2.27 4.31 -3.16
N2 -1.98 2.92 -3.42
C10 -1.61 2.01 -2.50
S1 -1.54 2.45 -0.86
N3 -1.37 0.80 -3.00
N4 -0.94 -0.07 -2.06
C11 -0.92 -1.32 -2.41
C12 -1.45 -1.80 -3.72
C13 -0.34 -2.24 -1.42
C14 -0.02 -3.56 -1.72
C15 0.54 -4.36 -0.74
C16 0.77 -3.82 0.52
C17 0.43 -2.50 0.73
N5 -0.10 -1.71 -0.20
H5 -1.30 6.22 -2.91
H6 -0.39 4.86 -2.26
H7 -0.46 5.13 -4.00
H8 -2.84 4.37 -2.23
H9 -2.93 4.66 -3.96
H10 -1.99 2.58 -4.37
H11 -2.35 -1.23 -3.96
H12 -0.74 -1.61 -4.53
H13 -1.70 -2.86 -3.70
H14 -0.20 -3.95 -2.71
H15 0.80 -5.39 -0.96
H16 1.19 -4.41 1.32
H17 0.59 -2.06 1.70
S2 1.03 3.48 1.25
C18 -0.27 3.80 2.26
N6 -1.42 3.08 2.15
C19 -2.51 3.21 2.94
C20 -2.53 4.13 3.94
C21 -1.38 4.94 4.09
C22 -0.29 4.79 3.29
H18 -1.45 2.39 1.40
H19 -3.32 2.53 2.73
H20 -3.39 4.24 4.57
H21 -1.36 5.70 4.87
H22 0.59 5.40 3.40

The value obtained for the total energy is -3541.22607 Ha. Its orbital gap (alpha / beta) is 6.7 / 6.7 eV.

=====

6.
Computed, not measured: one molecule with the formula C15H15N5OS in a non-equilibrium geometry, with ωB97M-V with the def2-TZVPD basis set.

Cartesian coordinates (Å):
C1 3.26 0.73 0.99
C2 2.23 -0.17 0.30
N1 0.93 0.10 0.42
N2 0.46 1.26 0.99
C3 0.36 2.43 0.23
O1 1.08 2.71 -0.75
C4 -0.80 3.39 0.50
C5 -2.08 2.83 -0.18
N3 -2.54 1.66 0.61
N4 -3.07 1.72 1.87
N5 -3.44 0.53 2.26
C6 -3.03 -0.35 1.26
C7 -3.16 -1.72 1.25
C8 -2.75 -2.46 0.08
C9 -2.24 -1.77 -1.01
C10 -2.14 -0.36 -0.99
C11 -2.52 0.33 0.18
C12 2.52 -1.39 -0.46
C13 3.80 -1.80 -0.81
C14 3.81 -2.89 -1.74
C15 2.53 -3.31 -2.09
S1 1.28 -2.45 -1.19
H1 3.40 1.62 0.34
H2 4.21 0.20 1.02
H3 2.96 1.02 2.00
H4 -0.36 1.08 1.58
H5 -0.56 4.38 0.13
H6 -0.90 3.46 1.59
H7 -1.94 2.49 -1.20
H8 -2.89 3.59 -0.19
H9 -3.63 -2.26 2.08
H10 -2.82 -3.55 0.04
H11 -1.92 -2.40 -1.87
H12 -1.75 0.13 -1.86
H13 4.68 -1.28 -0.48
H14 4.72 -3.34 -2.12
H15 2.33 -4.14 -2.77

The value obtained for the total energy is -1327.73041 Ha. Its orbital gap is 8.5 eV. Its structure (SMILES) is C/C(=N\NC(=O)CCn1nnc2ccccc21)c1cccs1.

=====

7.
Computed, not measured: one molecule with the formula C8H11N5S2 in a non-equilibrium geometry, with ωB97M-V with the def2-TZVPD basis set.

Cartesian coordinates (Å):
H1 -4.49 0.49 -1.20
N1 -3.72 1.04 -0.79
C1 -2.80 0.47 -0.21
C2 -1.40 1.48 0.26
S1 -0.95 3.04 -0.15
C3 0.78 2.63 0.36
S2 2.05 3.70 0.49
N2 0.87 1.35 0.66
C4 2.16 0.52 0.62
C5 2.27 -0.20 -0.69
C6 3.45 -1.18 -0.68
C7 -0.37 0.67 0.63
N3 -0.35 -0.66 1.02
C8 -1.41 -1.34 0.78
N4 -2.56 -0.81 0.13
N5 -3.62 -1.78 -0.09
H2 1.86 -0.27 1.34
H3 3.02 1.19 0.86
H4 1.21 -0.73 -0.64
H5 2.54 0.44 -1.52
H6 4.26 -0.59 -0.99
H7 3.85 -1.47 0.29
H8 3.31 -2.09 -1.40
H9 -1.55 -2.29 1.16
H10 -4.33 -1.65 0.75
H11 -4.06 -1.95 -0.98

The value obtained for the total energy is -1381.47928 Ha. Its orbital gap is 7.8 eV. Its structure (SMILES) is [H]/N=c1/c2sc(=S)n(CCC)c2ncn1N.

=====

8.
Computed, not measured: one molecule with the formula C3H4N4O in a non-equilibrium geometry, with ωB97M-V with the def2-TZVPD basis set.

Cartesian coordinates (Å):
H1 1.85 -1.85 0.01
N1 2.18 -0.87 -0.12
C1 1.55 0.27 -0.09
N2 0.20 0.38 0.21
C2 -0.62 1.45 -0.02
N3 -1.89 1.07 -0.11
C3 -1.85 -0.37 -0.01
O1 -2.79 -1.11 -0.07
N4 -0.47 -0.78 -0.06
H2 2.08 1.20 -0.15
H3 -0.10 2.38 -0.05
H4 -0.14 -1.75 0.45

The value obtained for the total energy is -410.91613 Ha. Its orbital gap is 9.6 eV. Its structure (SMILES) is [H]/N=C\n1cnc(=O)[nH]1.

=====

9.
Computed, not measured: one molecule with the formula C19H17N3O2S3 in a non-equilibrium geometry, with ωB97M-V with the def2-TZVPD basis set.

Cartesian coordinates (Å):
C1 -1.22 -2.55 1.45
C2 -0.84 -3.40 0.51
C3 -0.08 -3.05 -0.74
N1 0.13 -1.62 -0.89
C4 -0.89 -0.82 -1.28
S1 -2.41 -1.58 -1.70
C5 -3.49 -0.10 -1.77
C6 -3.65 0.48 -0.42
C7 -3.07 1.63 0.02
S2 -3.47 1.91 1.67
C8 -4.41 0.42 1.64
C9 -5.14 -0.05 2.84
N2 -4.40 -0.18 0.51
N3 -0.82 0.46 -1.39
C10 0.35 1.02 -1.05
S3 0.61 2.73 -1.12
C11 2.23 2.51 -0.56
C12 2.57 1.21 -0.32
C13 3.87 0.82 0.16
C14 5.09 1.43 -0.01
C15 6.03 0.62 0.68
C16 5.32 -0.41 1.23
C17 5.74 -1.57 2.06
O1 4.02 -0.29 0.92
C18 1.48 0.33 -0.61
C19 1.42 -1.12 -0.58
O2 2.31 -1.89 -0.33
H1 -1.76 -2.88 2.32
H2 -1.00 -1.50 1.40
H3 -1.07 -4.45 0.59
H4 0.92 -3.50 -0.68
H5 -0.60 -3.44 -1.62
H6 -3.04 0.60 -2.47
H7 -4.44 -0.49 -2.15
H8 -2.45 2.31 -0.51
H9 -5.61 -1.01 2.62
H10 -4.45 -0.17 3.68
H11 -5.90 0.67 3.13
H12 2.85 3.37 -0.42
H13 5.29 2.32 -0.57
H14 7.08 0.79 0.75
H15 5.46 -1.41 3.10
H16 5.23 -2.47 1.71
H17 6.81 -1.70 1.99

The value obtained for the total energy is -2243.54010 Ha. Its orbital gap is 8.0 eV. Its structure (SMILES) is C=CCn1c(SCc2csc(C)n2)nc2scc(-c3ccc(C)o3)c2c1=O.

=====

10.
Computed, not measured: a 2-piece molecular cluster, C4H10O overall, with ωB97M-V with the def2-TZVPD basis set.

Cartesian coordinates (Å):
C1 1.95 1.14 -0.18
C2 0.94 0.30 -0.37
O1 -0.33 0.74 -0.54
C3 -1.37 -0.22 -0.62
C4 -2.38 0.03 0.49
H1 1.77 2.21 -0.14
H2 2.97 0.78 -0.10
H3 1.07 -0.79 -0.39
H4 -0.96 -1.24 -0.57
H5 -1.84 -0.10 -1.61
H6 -3.22 -0.67 0.41
H7 -2.77 1.05 0.42
H8 -1.91 -0.09 1.47
H9 2.87 -1.25 0.98
H10 3.19 -1.88 0.75

The value obtained for the total energy is -233.56659 Ha. Its orbital gap is 9.9 eV. Its structure (SMILES) is C=COCC.[H][H].

=====

11.
Computed, not measured: one molecule with the formula C6H10, with ωB97M-V with the def2-TZVPD basis set.

Cartesian coordinates (Å):
C1 -2.03 0.55 0.76
C2 -1.22 -0.39 -0.13
C3 -0.01 0.27 -0.81
C4 1.14 1.47 0.73
C5 1.28 0.36 0.07
C6 2.36 -0.67 -0.04
H1 -1.42 0.97 1.57
H2 -2.87 0.01 1.21
H3 -2.44 1.38 0.19
H4 -1.87 -0.78 -0.91
H5 -0.88 -1.26 0.46
H6 0.31 -0.32 -1.67
H7 -0.30 1.25 -1.20
H8 2.81 -0.65 -1.04
H9 3.16 -0.50 0.69
H10 1.96 -1.68 0.12

The value obtained for the total energy is -234.47778 Ha. Its orbital gap is 9.9 eV.

=====

12.
Computed, not measured: a 9-piece molecular cluster, C22H65BN13O8 overall in a non-equilibrium geometry, with ωB97M-V with the def2-TZVPD basis set.

Cartesian coordinates (Å):
B1 -0.16 -1.26 -0.37
H1 -0.04 -1.39 0.70
H2 0.09 -0.29 -0.75
H3 0.47 -1.98 -0.87
H4 -1.19 -1.52 -0.56
C1 2.13 2.85 3.78
C2 2.57 3.23 2.37
C3 2.90 1.89 1.61
C4 3.14 1.99 0.11
C5 1.95 2.56 -0.55
C6 1.51 3.94 0.09
N1 1.46 3.87 1.61
O1 1.07 5.12 2.11
C7 2.62 4.99 -0.36
C8 0.17 4.25 -0.45
C9 3.79 4.13 2.47
H5 1.26 2.18 3.84
H6 1.88 3.76 4.33
H7 2.89 2.32 4.35
H8 3.84 1.45 1.94
H9 2.10 1.18 1.82
H10 3.18 0.99 -0.30
H11 4.02 2.63 -0.01
H12 1.13 1.85 -0.43
H13 2.13 2.79 -1.60
H14 2.31 6.01 -0.11
H15 3.62 4.83 0.03
H16 2.82 4.97 -1.43
H17 -0.17 5.20 -0.04
H18 0.25 4.42 -1.53
H19 -0.64 3.55 -0.23
H20 4.59 3.75 1.84
H21 4.29 3.97 3.43
H22 3.66 5.21 2.45
H23 0.23 4.88 2.52
C10 -3.74 1.38 -0.71
C11 -4.45 2.13 -1.86
C12 -3.70 3.35 -2.46
O2 -4.43 3.81 -3.53
C13 -3.72 4.61 -4.44
N2 -4.66 1.15 -2.92
H24 -3.13 2.09 -0.15
H25 -3.00 0.66 -1.07
H26 -4.43 0.83 -0.07
H27 -5.45 2.42 -1.53
H28 -2.75 2.96 -2.83
H29 -3.53 4.17 -1.76
H30 -3.48 5.61 -4.09
H31 -4.46 4.69 -5.24
H32 -2.79 4.19 -4.83
H33 -3.79 0.86 -3.32
H34 -5.13 1.69 -3.63
C14 2.65 -1.52 3.03
C15 3.19 -2.37 1.84
C16 4.35 -3.35 2.14
O3 4.63 -4.13 0.96
C17 5.83 -4.97 1.06
N3 2.03 -3.06 1.27
H35 3.40 -0.78 3.33
H36 2.43 -2.07 3.94
H37 1.76 -0.92 2.82
H38 3.62 -1.68 1.12
H39 4.10 -4.02 2.96
H40 5.28 -2.85 2.39
H41 5.81 -5.50 2.01
H42 6.80 -4.48 1.08
H43 5.88 -5.68 0.24
H44 1.39 -2.32 1.00
H45 1.47 -3.58 1.93
C18 -0.77 0.07 -3.52
O4 -0.79 0.36 -4.69
N4 -0.49 0.97 -2.60
N5 -0.91 -1.11 -3.10
H46 -0.23 1.87 -2.97
H47 -0.31 0.51 -1.72
H48 -0.65 -1.18 -2.12
H49 -1.07 -1.88 -3.74
C19 -1.15 -4.44 2.22
O5 -0.28 -4.24 3.10
N6 -1.60 -3.54 1.33
N7 -1.81 -5.58 1.96
H50 -1.21 -2.61 1.30
H51 -2.30 -3.84 0.66
H52 -2.37 -5.54 1.13
H53 -1.65 -6.43 2.50
C20 -1.64 0.92 2.14
O6 -2.24 1.72 2.84
N8 -2.06 -0.31 1.81
N9 -0.63 1.19 1.37
H54 -2.88 -0.74 2.23
H55 -1.50 -0.78 1.12
H56 -0.10 2.04 1.50
H57 -0.16 0.39 0.98
C21 -4.10 -3.24 -0.88
O7 -3.40 -4.18 -0.59
N10 -5.46 -3.13 -0.82
N11 -3.61 -1.99 -0.93
H58 -6.00 -3.90 -0.44
H59 -5.93 -2.26 -1.01
H60 -4.15 -1.16 -1.10
H61 -2.63 -1.87 -0.73
C22 0.29 -4.77 -1.79
O8 1.02 -4.97 -0.86
N12 0.52 -5.40 -2.90
N13 -0.74 -4.05 -1.81
H62 -0.13 -5.50 -3.67
H63 1.41 -5.87 -2.93
H64 -0.90 -3.36 -1.09
H65 -1.22 -3.83 -2.67

Its net charge is -1. The value obtained for the total energy is -2215.81947 Ha. Its orbital gap is 7.6 eV.